No. 1
A structure of composition C3H4GdO3, computed with the ωB97M-V functional and the def2-TZVPD basis.

Results
- Net charge: 0
- ⟨S²⟩: 20.04
- HOMO energy (alpha / beta): -8.194 / -8.220 eV
- LUMO energy (alpha / beta): -0.71 / -1.90 eV
- Max |F|: 3.71 eV Å⁻¹
- Relative energy (zero: lowest compared OMol25 entry of this formula, charge and spin): 0.0 kcal per mole
- Multiplicity: 9
- Total energy: -30151.6576 eV
- Frontier orbital gap (alpha / beta): 7.482 / 6.318 eV

Geometry (Å):
O 1.79919 -2.20119 -0.47639
C 1.32317 -1.77697 0.66184
O 1.98550 -1.71072 1.71213
C -0.92567 1.56929 -0.83161
C -0.70220 1.34697 0.49660
O 0.06744 -1.36658 0.57937
Gd -0.18683 -2.22193 -1.59709
H -1.94891 1.61927 -1.21298
H -0.13071 1.98577 -1.45863
H -1.54111 1.16550 1.17233
H 0.26013 1.59058 0.95442

***

No. 2
A cluster of 2 separate species, C19H17ClO5S2 in total, computed with the ωB97M-V functional and the def2-TZVPD basis.

Results
- Net charge: 0
- HOMO energy: -6.105 eV
- LUMO energy: -2.44 eV
- Max |F|: 3.55 eV Å⁻¹
- Total energy: -64402.6415 eV
- Frontier orbital gap: 3.664 eV

Geometry (Å):
Cl 5.59741 0.05870 3.91350
C 4.03491 0.00556 3.22371
C 3.41633 1.15577 2.70426
C 2.06064 1.12448 2.36466
C 1.28671 -0.04578 2.56733
C -0.13830 -0.01774 2.44818
C -1.01863 -1.13821 2.92923
C -2.49359 -0.59749 2.79544
C -2.29141 0.71891 2.09804
C -0.94457 1.05895 2.02696
C 2.01108 -1.25549 2.81512
C 3.37019 -1.22978 3.10586
H 4.00610 2.06004 2.58660
H 1.58142 2.03637 2.00213
H -0.90986 -2.10259 2.40591
H -0.82430 -1.39299 3.97818
H -3.17472 -1.33307 2.33227
H -2.84998 -0.41559 3.82753
H -3.11848 1.33438 1.74344
H -0.54801 2.04293 1.78586
H 1.47587 -2.21047 2.83036
H 3.91204 -2.16029 3.25005
C 0.54220 -2.39530 0.03612
O 0.92378 -1.36064 -0.97235
C 0.19029 -0.29363 -1.23662
S 0.93394 1.03939 -2.22664
O 0.98914 2.26678 -1.45524
O 2.08137 0.54322 -2.96574
C -0.41393 1.16961 -3.41948
C -1.55695 0.44470 -3.15348
C -2.58343 0.42739 -4.10042
C -2.45018 1.11082 -5.30881
C -1.27776 1.81863 -5.58104
C -0.26021 1.85161 -4.62900
S -1.53443 -0.51392 -1.62175
O -1.78469 -1.90020 -1.99754
O -2.40103 0.16554 -0.67796
H 1.40954 -3.06247 0.01131
H 0.41870 -1.88055 0.99864
H -0.38519 -2.93254 -0.22702
H -3.49025 -0.10625 -3.85654
H -3.27140 1.11613 -6.02781
H -1.16656 2.37134 -6.51613
H 0.64623 2.42371 -4.80715

***

Which value of net charge does entry 1 give? 0

***

Please write out number 2 again, unchanged.
A cluster of 2 separate species, C19H17ClO5S2 in total, computed with the ωB97M-V functional and the def2-TZVPD basis.

Results
- Net charge: 0
- HOMO energy: -6.105 eV
- LUMO energy: -2.44 eV
- Max |F|: 3.55 eV Å⁻¹
- Total energy: -64402.6415 eV
- Frontier orbital gap: 3.664 eV

Geometry (Å):
Cl 5.59741 0.05870 3.91350
C 4.03491 0.00556 3.22371
C 3.41633 1.15577 2.70426
C 2.06064 1.12448 2.36466
C 1.28671 -0.04578 2.56733
C -0.13830 -0.01774 2.44818
C -1.01863 -1.13821 2.92923
C -2.49359 -0.59749 2.79544
C -2.29141 0.71891 2.09804
C -0.94457 1.05895 2.02696
C 2.01108 -1.25549 2.81512
C 3.37019 -1.22978 3.10586
H 4.00610 2.06004 2.58660
H 1.58142 2.03637 2.00213
H -0.90986 -2.10259 2.40591
H -0.82430 -1.39299 3.97818
H -3.17472 -1.33307 2.33227
H -2.84998 -0.41559 3.82753
H -3.11848 1.33438 1.74344
H -0.54801 2.04293 1.78586
H 1.47587 -2.21047 2.83036
H 3.91204 -2.16029 3.25005
C 0.54220 -2.39530 0.03612
O 0.92378 -1.36064 -0.97235
C 0.19029 -0.29363 -1.23662
S 0.93394 1.03939 -2.22664
O 0.98914 2.26678 -1.45524
O 2.08137 0.54322 -2.96574
C -0.41393 1.16961 -3.41948
C -1.55695 0.44470 -3.15348
C -2.58343 0.42739 -4.10042
C -2.45018 1.11082 -5.30881
C -1.27776 1.81863 -5.58104
C -0.26021 1.85161 -4.62900
S -1.53443 -0.51392 -1.62175
O -1.78469 -1.90020 -1.99754
O -2.40103 0.16554 -0.67796
H 1.40954 -3.06247 0.01131
H 0.41870 -1.88055 0.99864
H -0.38519 -2.93254 -0.22702
H -3.49025 -0.10625 -3.85654
H -3.27140 1.11613 -6.02781
H -1.16656 2.37134 -6.51613
H 0.64623 2.42371 -4.80715